C2H2IN3 in the gas phase at a distorted geometry, computed with ωB97M-V/def2-TZVPD.

```
8
Properties=species:S:1:pos:R:3:lowdin_charge:R:1
C -0.69914 -0.62733 0.00750 -0.263
C 0.57127 0.07656 -0.17027 -0.940
N 0.51000 1.41774 -0.72297 -0.018
N -0.39753 1.88707 -0.02547 0.179
N -0.30183 0.22263 1.06489 0.050
I 2.43567 -1.06022 -0.11540 0.735
H -1.57888 -0.22807 -0.51572 0.115
H -0.53956 -1.68837 0.47744 0.143
```

Output
spin multiplicity: 1
strongest force on any atom: 0.06922 Eh/bohr
HOMO (spin up / spin down): -9.50 / -9.50 eV
DFT total energy: -539.1683 Ha
frontier orbital gap (spin up / spin down): 8.68 / 8.68 eV



A molecular structure, CH14Ni2O10 at a distorted geometry, computed with ωB97M-V/def2-TZVPD.

```
27
Properties=species:S:1:pos:R:3:lowdin_spin:R:1
Ni 0.78991 2.09067 2.07395 2.573
Ni -0.65860 -1.37924 -2.02688 1.783
C -0.35596 0.52772 0.35617 0.049
O -0.21335 0.35607 1.54880 0.187
O -1.00129 -0.19690 -0.38776 0.111
O 0.33799 1.52421 0.04156 0.171
O -0.00940 -2.93575 -0.80008 0.035
H 0.79188 -3.43806 -0.94798 0.002
H -0.56549 -3.51796 -0.28234 0.002
O -2.46795 -0.13471 3.33374 0.005
H -1.85619 -0.19800 2.60027 0.001
H -1.92747 -0.28003 4.11027 0.000
O -3.27498 1.22335 -0.01729 0.004
H -2.85672 1.29510 -0.87527 0.000
H -2.84897 0.47199 0.39529 0.000
O 2.03004 -1.59783 1.98684 0.009
H 1.12161 -1.29926 2.02992 0.001
H 2.09198 -2.27583 2.65967 0.000
O 2.78365 1.51892 -1.18057 0.011
H 3.29804 1.18977 -0.44349 0.002
H 1.96394 1.81763 -0.78678 0.004
O -0.84980 2.78755 -2.04821 0.004
H -0.26717 2.33043 -1.44173 0.001
H -0.97056 2.17433 -2.77318 0.000
O 1.26161 -0.74392 -2.29030 0.041
H 1.90384 -0.24402 -1.78643 0.002
H 1.74943 -1.06623 -3.04818 0.002
```

Output
charge: +1
spin multiplicity: 6
strongest force on any atom: 0.13854 Eh/bohr
HOMO (spin up / spin down): -10.50 / -13.45 eV
DFT total energy: -3815.1205 Ha
frontier orbital gap (spin up / spin down): 3.80 / 5.69 eV



A molecular structure, C47H55CsN2O2Si3 at a distorted geometry, computed with ωB97M-V/def2-TZVPD.

```
110
Properties=species:S:1:pos:R:3:lowdin_charge:R:1
Cs 0.88089 1.16076 -0.24270 1.506
O 1.20526 1.13307 2.09064 -0.587
C 2.14440 0.69584 2.94592 -0.579
C 3.59176 1.13135 2.48287 -0.070
C 4.06799 0.48398 1.20564 -0.266
C 4.77931 -0.71302 1.22380 -0.022
C 5.21012 -1.26077 0.02799 -0.062
C 4.88559 -0.63042 -1.15568 -0.044
C 4.13679 0.54523 -1.11389 -0.309
C 3.69539 1.20761 -2.39464 -0.047
C 2.35775 0.67206 -3.11863 -0.561
O 1.26976 1.24821 -2.59061 -0.581
C 2.20408 -0.87509 -2.99699 -0.110
C 2.01684 -1.45635 -1.73220 -0.096
C 1.77721 -2.80843 -1.58413 -0.075
C 1.68364 -3.63036 -2.70127 -0.106
C 1.83279 -3.07187 -3.95616 -0.096
C 2.08827 -1.71086 -4.09877 -0.029
C 2.55948 1.07282 -4.60315 -0.160
C 1.58137 1.86397 -5.18585 -0.011
C 1.69431 2.28307 -6.50403 -0.093
C 2.79013 1.91055 -7.26778 -0.127
C 3.77507 1.11388 -6.69672 -0.110
C 3.65755 0.70696 -5.37767 -0.074
N 3.78144 1.10389 0.05114 0.075
C 1.86614 1.26679 4.35047 -0.135
C 0.72496 0.81295 5.01049 -0.017
C 0.31722 1.36997 6.20639 -0.089
C 1.04716 2.40430 6.78416 -0.127
C 2.18615 2.86066 6.14635 -0.111
C 2.59048 2.29466 4.94075 -0.042
C 2.16945 -0.84317 3.07457 -0.160
C 2.97560 -1.47615 4.01868 -0.056
C 3.04292 -2.85492 4.10537 -0.103
C 2.28414 -3.64025 3.24460 -0.107
C 1.46301 -3.02421 2.31453 -0.082
C 1.40850 -1.63813 2.22807 -0.020
H 4.32363 0.92849 3.26911 0.109
H 3.54234 2.20623 2.30865 0.118
H 4.98035 -1.20364 2.16635 0.104
H 5.76223 -2.19332 0.02199 0.101
H 5.15413 -1.05840 -2.11312 0.115
H 4.53669 1.16654 -3.08915 0.095
H 3.46256 2.25429 -2.18635 0.121
H 2.03495 -0.84125 -0.84110 -0.006
H 1.64416 -3.21630 -0.58997 0.088
H 1.47265 -4.68624 -2.58707 0.091
H 1.73029 -3.69030 -4.84023 0.090
H 2.17511 -1.30228 -5.09703 0.102
H 0.74517 2.13102 -4.55567 0.109
H 0.92009 2.90341 -6.93821 0.091
H 2.87962 2.23616 -8.29700 0.083
H 4.63618 0.81055 -7.28185 0.088
H 4.43032 0.07967 -4.94675 0.110
H 0.13729 0.03096 4.55019 0.116
H -0.58646 1.01160 6.68209 0.094
H 0.72237 2.85183 7.71597 0.084
H 2.76208 3.67300 6.57648 0.087
H 3.47399 2.68245 4.45534 0.095
H 3.55686 -0.86895 4.70581 0.117
H 3.67477 -3.32050 4.85301 0.089
H 2.31943 -4.72183 3.31195 0.089
H 0.84286 -3.62109 1.65954 0.086
H 0.73520 -1.16619 1.52169 0.082
C -1.60747 -1.09072 -2.40523 -0.170
Si -3.26547 -0.68262 -1.59334 0.349
C -3.83055 0.87196 -2.52201 -0.182
C -4.45502 -2.03969 -2.22425 -0.197
C -3.27613 -0.49342 0.20494 -0.451
Si -3.14940 -1.98908 1.21112 0.347
C -4.81680 -2.86940 1.51447 -0.196
C -2.08697 -3.35528 0.43006 -0.187
C -2.44145 -1.79699 2.96104 -0.184
Si -4.06265 0.94880 0.89656 0.413
C -3.70206 1.39344 2.69942 -0.176
C -5.96996 0.95329 0.79804 -0.197
C -3.62098 2.62759 0.06510 -0.310
C -4.58130 3.55047 -0.36193 -0.093
C -4.20280 4.79310 -0.83561 -0.099
C -2.85669 5.10466 -0.86849 -0.093
C -1.96121 4.13965 -0.43283 -0.161
N -2.31406 2.94081 0.00869 0.071
H -1.74035 -1.25229 -3.47772 0.030
H -1.14634 -1.98193 -1.99691 0.006
H -0.89227 -0.27328 -2.29038 -0.005
H -3.84707 0.65525 -3.59251 0.022
H -3.14690 1.70151 -2.35767 0.020
H -4.82704 1.20041 -2.23114 0.012
H -4.52391 -2.04113 -3.31373 0.010
H -5.45212 -1.89118 -1.81248 0.012
H -4.12027 -3.02793 -1.91423 0.000
H -5.32531 -3.05393 0.57106 0.006
H -5.46921 -2.24127 2.11984 0.006
H -4.69279 -3.82202 2.03368 0.010
H -2.50660 -3.73260 -0.50025 0.009
H -2.01329 -4.19275 1.12744 0.019
H -1.08074 -3.00168 0.20964 0.004
H -3.19074 -1.45826 3.67130 0.009
H -1.61927 -1.08728 2.98657 0.010
H -2.06680 -2.76040 3.31470 0.019
H -4.17635 0.70648 3.39547 0.011
H -4.08955 2.39378 2.90195 0.021
H -2.63465 1.40148 2.89478 0.027
H -6.33351 0.04536 1.27818 0.008
H -6.31608 0.92425 -0.23525 0.013
H -6.43099 1.81040 1.29328 0.012
H -5.62702 3.27841 -0.32585 0.083
H -4.94607 5.50764 -1.17883 0.093
H -2.50091 6.06241 -1.23040 0.088
H -0.89465 4.33944 -0.45251 0.099
```

Output
charge: -2
spin multiplicity: 1
strongest force on any atom: 0.06381 Eh/bohr
HOMO: -1.51 eV
DFT total energy: -2972.6802 Ha
frontier orbital gap: 5.17 eV



A molecular structure, C14H25BHgN6Si at a distorted geometry, computed with ωB97M-V/def2-TZVPD.

```
48
Properties=species:S:1:pos:R:3:lowdin_charge:R:1
C -1.27960 -2.81599 -0.52108 -0.084
N -0.21709 -2.00301 -0.63139 -0.092
N 0.57687 -2.49202 -1.64927 -0.028
C 0.00697 -3.62257 -2.14353 0.003
C -1.18111 -3.86609 -1.45640 0.011
B 1.96687 -1.85019 -2.05800 -0.480
N 1.91235 -0.42123 -2.74080 -0.047
N 1.54450 0.72864 -2.07134 -0.128
C 1.66723 1.75339 -2.92973 -0.091
C 2.14156 1.28598 -4.17219 -0.004
C 2.28483 -0.09049 -4.00555 -0.020
Hg 0.43522 -0.01945 -0.45908 1.307
N 2.80554 -1.70924 -0.76477 -0.045
N 2.31115 -0.88616 0.19192 -0.114
C 3.17301 -0.89907 1.22169 -0.096
C 4.25504 -1.75402 0.92361 -0.013
C 3.98059 -2.24964 -0.35223 -0.013
H 2.97338 -0.30143 2.11135 0.120
H 4.52952 -2.94050 -0.99114 0.144
H 5.11714 -1.97996 1.54964 0.119
H 2.49812 -2.60577 -2.84155 0.133
H 2.63238 -0.86136 -4.69249 0.144
H 0.49500 -4.17551 -2.94533 0.151
H 2.36086 1.87138 -5.06424 0.123
H -1.87327 -4.69422 -1.60318 0.128
H 1.41448 2.76311 -2.60697 0.122
H -2.04762 -2.60513 0.22283 0.124
H 0.05392 2.46334 0.17311 -0.029
C -0.65988 3.29088 0.03189 -0.038
H -0.20509 4.06261 -0.60994 0.059
H -1.57585 2.90825 -0.44641 0.050
H -0.91220 3.72934 1.01078 0.027
C -4.06407 0.45841 1.82073 -0.168
Si -2.40469 1.08619 2.39258 0.462
C -2.70435 2.93396 2.60743 -0.114
C -1.94259 0.50616 4.09700 -0.164
C -1.10187 0.56141 1.09525 -0.058
H -4.84625 0.78256 2.53810 0.066
H -4.04792 -0.64514 1.74311 0.046
H -4.28640 0.90158 0.82600 0.055
H -3.51743 3.08862 3.34604 0.087
H -1.79772 3.44120 2.99628 0.065
H -3.03786 3.38987 1.65101 0.061
H -1.84445 -0.59473 4.11576 0.053
H -0.97975 0.98297 4.37926 0.055
H -2.72650 0.83722 4.81044 0.068
H -1.56290 1.10341 0.29798 -0.007
H -0.32005 1.15241 1.60286 0.049
```

Output
charge: +2
spin multiplicity: 1
strongest force on any atom: 0.06950 Eh/bohr
HOMO (spin up / spin down): -15.21 / -15.16 eV
DFT total energy: -1344.0051 Ha
frontier orbital gap (spin up / spin down): 3.42 / 3.17 eV